Here is a structure of composition CH5N2O2 in a non-equilibrium geometry from the OMol25 dataset. Energies are from wB97M-V/def2-TZVPD.

Cartesian coordinates (Å):
1 C 0.852 1.233 -0.048
2 N -1.170 -1.570 -0.572
3 N 0.391 0.041 0.700
4 O -0.798 0.225 1.218
5 O 0.085 -1.008 -0.716
6 H 1.963 1.006 -0.418
7 H 0.234 1.518 -0.935
8 H 0.816 1.985 0.638
9 H -1.504 -0.847 0.225
10 H -0.869 -2.583 -0.092

Values from the calculation:
- calculated total energy (hartree) = -300.9232
- LUMO level (eV) = 4.77
- ΔE to the lowest compared entry with this formula, charge and spin (kcal per mole) = 163.3
- charge = -1
- HOMO level (eV) = -2.323

Here is a structure of composition C42H37LaP2 in a non-equilibrium geometry from the OMol25 dataset. Energies are from wB97M-V/def2-TZVPD.

Cartesian coordinates (Å):
1 C -2.476 0.744 -1.799
2 C -1.730 1.669 -1.067
3 C -1.212 2.823 -1.675
4 C -1.410 3.028 -3.036
5 C -2.196 2.129 -3.758
6 C -2.763 1.005 -3.128
7 P -1.243 1.201 0.555
8 C -0.952 2.790 1.349
9 C 0.380 3.101 1.653
10 C 0.645 4.343 2.224
11 C -0.401 5.253 2.435
12 C -1.726 4.930 2.113
13 C -2.012 3.676 1.560
14 La 0.555 -0.798 1.452
15 P 0.892 -1.164 -1.320
16 C 1.375 -0.146 -2.673
17 C 0.993 -0.320 -4.006
18 C 1.300 0.672 -4.936
19 C 1.981 1.823 -4.539
20 C 2.432 1.953 -3.219
21 C 2.149 0.967 -2.291
22 C 2.443 -2.009 -0.739
23 C 2.277 -2.773 0.443
24 C 3.422 -3.261 1.100
25 C 4.684 -3.006 0.566
26 C 4.823 -2.322 -0.647
27 C 3.703 -1.837 -1.331
28 C -0.152 -2.528 -1.923
29 C -1.290 -2.774 -1.135
30 C -2.052 -3.907 -1.385
31 C -1.712 -4.772 -2.424
32 C -0.593 -4.517 -3.215
33 C 0.213 -3.402 -2.961
34 C -2.752 0.548 1.341
35 C -4.049 0.792 0.865
36 C -5.135 0.185 1.506
37 C -4.901 -0.649 2.608
38 C -3.610 -0.849 3.103
39 C -2.520 -0.234 2.485
40 H 1.249 -3.055 0.844
41 H 3.278 -3.838 2.015
42 H 5.576 -3.362 1.094
43 H 5.818 -2.163 -1.075
44 H 3.773 -1.326 -2.300
45 H 0.474 -1.228 -4.303
46 H 1.005 0.524 -5.978
47 H 2.170 2.618 -5.262
48 H 3.003 2.826 -2.915
49 H 2.506 1.043 -1.264
50 H -1.558 -2.078 -0.323
51 H -2.902 -4.109 -0.746
52 H -2.325 -5.641 -2.626
53 H -0.320 -5.185 -4.030
54 H 1.127 -3.212 -3.539
55 H -4.216 1.440 -0.004
56 H -6.145 0.368 1.136
57 H -5.743 -1.147 3.087
58 H -3.421 -1.481 3.970
59 H -1.500 -0.323 2.937
60 H 1.184 2.387 1.423
61 H 1.671 4.591 2.491
62 H -0.182 6.236 2.850
63 H -2.541 5.636 2.280
64 H -3.035 3.392 1.283
65 H -0.654 3.539 -1.077
66 H -0.947 3.887 -3.532
67 H -2.323 2.338 -4.816
68 H -3.399 0.244 -3.576
69 H -2.855 -0.185 -1.368
70 H -1.104 -1.079 -4.019
71 H -1.315 -1.250 -3.300
72 C 2.775 -0.331 6.246
73 C 1.650 0.452 5.951
74 C 1.160 0.518 4.618
75 C 1.788 -0.245 3.635
76 C 2.967 -0.940 3.889
77 C 3.460 -0.991 5.218
78 H 3.122 -0.417 7.281
79 H 1.151 1.013 6.745
80 H 0.299 1.165 4.385
81 H 3.522 -1.446 3.087
82 H 4.376 -1.543 5.438

Values from the calculation:
- calculated total energy (hartree) = -2336.3343
- LUMO level (eV) = -6.60
- charge = +2
- HOMO level (eV) = -13.225

Here is a structure of composition C4H6I2S in a non-equilibrium geometry from the OMol25 dataset. Energies are from wB97M-V/def2-TZVPD.

Cartesian coordinates (Å):
1 C 0.467 -0.719 0.376
2 C 0.282 0.694 -0.063
3 C -0.762 1.481 0.715
4 C 0.308 -1.808 -0.375
5 S -0.351 -1.868 -2.016
6 I 2.245 1.688 0.154
7 I 0.808 -3.752 0.261
8 H 0.832 -0.850 1.385
9 H 0.083 0.769 -1.132
10 H -1.749 1.063 0.536
11 H -0.556 1.401 1.783
12 H -0.758 2.529 0.445
13 H -0.849 -0.628 -2.067

Values from the calculation:
- calculated total energy (hartree) = -1149.4272
- LUMO level (alpha / beta) (eV) = 0.10 / -2.96
- ΔE to the lowest compared entry with this formula, charge and spin (kcal per mole) = 0.0
- expectation value of S² = 2.01
- HOMO level (alpha / beta) (eV) = -5.411 / -9.249
- spin multiplicity = 3

Here is a cluster of 3 separate species, C16H26N3S in total from the OMol25 dataset. Energies are from wB97M-V/def2-TZVPD.

Cartesian coordinates (Å):
1 S -2.023 -1.456 2.912
2 C -2.744 -0.195 1.832
3 C -1.934 1.078 1.567
4 C -0.410 0.880 1.540
5 C 0.287 2.202 1.559
6 C 0.242 3.044 0.436
7 C 0.864 4.254 0.466
8 N 1.529 4.638 1.571
9 C 1.609 3.865 2.665
10 C 1.000 2.643 2.679
11 H -1.778 -0.669 3.964
12 H -2.925 -0.695 0.882
13 H -3.713 0.074 2.245
14 H -2.217 1.413 0.566
15 H -2.229 1.882 2.242
16 H -0.072 0.283 2.382
17 H -0.142 0.382 0.606
18 H -0.294 2.719 -0.443
19 H 0.849 4.929 -0.375
20 H 1.975 5.545 1.580
21 H 2.162 4.244 3.510
22 H 1.077 2.025 3.561
23 C -0.949 -4.653 -0.806
24 C -2.456 -4.434 -0.821
25 C -2.911 -3.484 -1.936
26 C -2.314 -2.158 -1.791
27 N -1.830 -1.128 -1.651
28 H -0.414 -3.721 -0.616
29 H -0.672 -5.358 -0.023
30 H -0.600 -5.056 -1.758
31 H -2.783 -4.039 0.143
32 H -2.967 -5.387 -0.962
33 H -3.996 -3.366 -1.928
34 H -2.628 -3.876 -2.915
35 C 1.510 -0.278 -2.083
36 C 2.440 0.575 -1.225
37 C 3.684 1.049 -1.985
38 C 4.486 -0.080 -2.452
39 N 5.118 -0.965 -2.812
40 H 2.011 -1.187 -2.415
41 H 0.619 -0.578 -1.530
42 H 1.181 0.269 -2.968
43 H 2.750 0.006 -0.344
44 H 1.897 1.454 -0.867
45 H 4.318 1.669 -1.350
46 H 3.396 1.645 -2.853

Values from the calculation:
- calculated total energy (hartree) = -1187.4774
- LUMO level (eV) = -4.33
- charge = +1
- HOMO level (eV) = -11.698

Here is an isolated molecule of C4H6O2 in a non-equilibrium geometry from the OMol25 dataset. Energies are from wB97M-V/def2-TZVPD.

Cartesian coordinates (Å):
1 C 0.713 1.290 0.003
2 C -0.145 -0.518 -1.119
3 C -0.626 -0.990 0.233
4 C -0.431 -0.265 1.306
5 H 0.444 2.393 0.234
6 H 1.662 0.763 0.016
7 H 0.782 -1.113 -1.334
8 H -0.714 -0.768 -2.120
9 H -1.421 -2.012 0.232
10 H -0.403 -0.537 2.450
11 O 0.069 0.888 -1.101
12 O 0.068 0.869 1.200

Values from the calculation:
- calculated total energy (hartree) = -306.3642
- LUMO level (eV) = 0.89
- ΔE to the lowest compared entry with this formula, charge and spin (kcal per mole) = 89.2
- HOMO level (eV) = -8.518

Here is a structure of composition C30H29GeO6Re from the OMol25 dataset. Energies are from wB97M-V/def2-TZVPD.

Cartesian coordinates (Å):
1 Re 0.629 1.317 -0.776
2 O 1.584 3.749 -1.291
3 C 2.195 2.797 -1.721
4 O 2.540 1.793 -0.856
5 C 2.164 2.382 -3.194
6 C 2.541 0.905 -3.242
7 C 2.596 0.311 -4.636
8 C 1.111 0.166 -5.010
9 C 0.424 0.798 -3.824
10 O 1.260 0.369 -2.672
11 C 0.652 2.321 -3.729
12 C -0.453 2.877 -2.828
13 O -1.047 3.887 -2.902
14 O -0.793 1.922 -1.811
15 H 2.785 3.051 -3.788
16 H 3.358 0.626 -2.589
17 H 3.105 -0.649 -4.622
18 H 3.151 0.971 -5.302
19 H 0.820 -0.879 -5.097
20 H 0.835 0.670 -5.935
21 H -0.596 0.472 -3.650
22 H 0.569 2.829 -4.688
23 C -1.350 4.012 0.715
24 C -0.290 3.280 1.433
25 C 0.191 3.691 2.762
26 O 0.253 2.282 0.896
27 H -2.010 4.532 1.405
28 H -1.909 3.367 0.038
29 H -0.839 4.769 0.104
30 H 0.762 4.618 2.626
31 H 0.825 2.929 3.208
32 H -0.653 3.943 3.404
33 C 0.154 -0.201 -0.157
34 Ge -0.469 -1.677 1.141
35 C 0.476 -3.278 0.639
36 C 1.517 -3.269 -0.286
37 C 2.188 -4.442 -0.597
38 C 1.822 -5.631 0.017
39 C 0.789 -5.649 0.944
40 C 0.118 -4.476 1.255
41 C -2.383 -1.621 0.914
42 C -3.050 -0.399 0.996
43 C -4.425 -0.337 0.846
44 C -5.147 -1.504 0.620
45 C -4.493 -2.725 0.540
46 C -3.113 -2.784 0.681
47 C 0.085 -0.727 2.743
48 C 1.367 -0.196 2.870
49 C 1.757 0.430 4.044
50 C 0.862 0.529 5.105
51 C -0.419 0.005 4.988
52 C -0.809 -0.617 3.808
53 H 1.815 -2.345 -0.772
54 H 2.996 -4.430 -1.316
55 H 2.346 -6.546 -0.223
56 H 0.507 -6.575 1.426
57 H -0.676 -4.507 1.995
58 H -2.496 0.517 1.195
59 H -4.940 0.612 0.914
60 H -6.222 -1.459 0.506
61 H -5.055 -3.632 0.364
62 H -2.612 -3.742 0.597
63 H 2.090 -0.299 2.064
64 H 2.761 0.820 4.142
65 H 1.170 1.001 6.028
66 H -1.111 0.070 5.817
67 H -1.811 -1.022 3.726

Values from the calculation:
- calculated total energy (hartree) = -3766.5880
- LUMO level (eV) = -8.62
- charge = +2
- HOMO level (eV) = -14.172

Here is an isolated molecule of C6H11NO in a non-equilibrium geometry from the OMol25 dataset. Energies are from wB97M-V/def2-TZVPD.

Cartesian coordinates (Å):
1 C -0.006 -1.872 -1.706
2 C -0.085 -1.148 -0.127
3 C -0.721 2.376 0.970
4 C 0.275 0.248 -0.303
5 C -0.211 0.983 1.156
6 C 0.001 0.452 2.354
7 O 1.198 -1.657 -2.418
8 N 0.686 0.971 -1.221
9 H 1.923 -2.072 -1.939
10 H 0.938 0.472 -2.077
11 H -0.804 -1.439 -2.312
12 H -0.191 -2.944 -1.571
13 H 0.641 -1.675 0.492
14 H -1.109 -1.307 0.201
15 H -0.884 2.879 1.925
16 H -0.007 2.960 0.391
17 H -1.657 2.365 0.409
18 H 0.225 -0.593 2.511
19 H -0.211 1.001 3.263

Values from the calculation:
- calculated total energy (hartree) = -365.1311
- LUMO level (eV) = 0.75
- ΔE to the lowest compared entry with this formula, charge and spin (kcal per mole) = 63.0
- HOMO level (eV) = -8.972

Here is a cluster of 2 separate species, C5H10O2 in total in a non-equilibrium geometry from the OMol25 dataset. Energies are from wB97M-V/def2-TZVPD.

Cartesian coordinates (Å):
1 C -1.488 -1.828 -1.003
2 C -1.334 -0.415 -0.525
3 C -0.156 0.269 -0.431
4 O 0.795 -0.453 -1.098
5 C 0.198 1.485 0.173
6 C 0.852 2.512 -0.234
7 H -0.913 -2.204 -1.853
8 H -1.480 -2.551 -0.173
9 H -2.440 -1.900 -1.537
10 H -2.230 -0.064 -0.093
11 H 1.679 -0.173 -0.688
12 H -0.175 1.403 1.275
13 H 1.301 2.518 -1.217
14 H 1.102 3.494 0.277
15 H 0.379 -0.415 1.857
16 H 1.508 -1.339 2.119
17 O 0.810 -0.909 2.617

Values from the calculation:
- calculated total energy (hartree) = -346.8994
- LUMO level (eV) = 0.57
- ΔE to the lowest compared entry with this formula, charge and spin (kcal per mole) = 79.1
- HOMO level (eV) = -8.544